No. 1
The following is a quantum chemistry calculation of a cluster of 10 separate species, C35H48F2N2O35S in total in a non-equilibrium geometry, from the Open Molecules 2025 dataset.

Atoms and positions in Å:
C 2.51458 -3.50165 -1.26982
O 2.11312 -2.24202 -0.66084
C 3.14796 -1.21510 -0.84434
N 2.58897 0.15891 -1.01258
C 1.31829 0.35981 -0.29347
O 1.32762 0.10068 0.95709
O 0.18312 0.86646 -0.97185
C -1.04903 0.26888 -0.48600
C -1.32686 -1.22653 -1.03127
C -2.57379 -1.13773 -2.08275
S -3.00950 -2.79474 -2.81814
O -4.19813 -2.66443 -3.76643
O -1.79191 -3.21331 -3.63349
O -3.26058 -3.94412 -1.62450
N 2.55012 0.59498 -2.33477
C 3.83492 1.16540 -2.79512
O 3.98616 2.41194 -2.64332
F 4.92695 0.43762 -3.34125
C 1.98063 -0.39891 -3.27529
O 0.76006 -0.45306 -3.59273
F 2.82040 -1.36917 -3.95922
H 1.54919 -4.13368 -1.40778
H 3.24377 -4.05261 -0.57743
H 2.98387 -3.37114 -2.30671
H 3.73271 -1.20781 0.16184
H 3.92955 -1.51316 -1.64062
H -1.17031 0.29293 0.65806
H -1.91049 0.93090 -0.89708
H -1.72951 -1.84319 -0.13509
H -0.39332 -1.72138 -1.50910
H -3.49249 -0.73929 -1.51760
H -2.36005 -0.38380 -2.92752
H -3.04516 -3.58028 -0.71542
C 3.07788 4.04696 0.15832
C 3.33410 4.96860 -0.99237
O 2.49375 6.07978 -0.71136
C 2.27320 6.08229 0.63186
O 1.74251 6.97947 1.23015
O 2.73306 4.93828 1.21067
H 3.95560 3.45473 0.42212
H 2.23600 3.37212 -0.02469
H 4.37246 5.31172 -1.02987
H 3.07462 4.51855 -1.95096
C 6.54602 9.10189 -1.31414
C 5.63005 8.03366 -0.80335
O 6.49844 6.92588 -0.61335
C 7.75480 7.42803 -0.44852
O 8.70233 6.77929 -0.10107
O 7.79439 8.76031 -0.72743
H 6.23277 10.10170 -1.00777
H 6.64899 9.07996 -2.40330
H 5.17666 8.29586 0.15664
H 4.83835 7.78928 -1.51423
C -3.66279 3.43825 2.72474
C -2.47099 2.58792 2.40698
O -2.86597 1.91193 1.22181
C -3.82696 2.67386 0.62851
O -4.25776 2.47913 -0.47368
O -4.23278 3.68263 1.44704
H -3.38855 4.37484 3.21310
H -4.39694 2.91554 3.34515
H -1.57727 3.18214 2.19423
H -2.24223 1.87642 3.20242
C -4.96383 -0.29693 -5.33360
C -5.86818 -0.42722 -6.51984
O -6.35921 0.89410 -6.69649
C -5.45144 1.73760 -6.13006
O -5.47250 2.93186 -6.24655
O -4.51771 1.05049 -5.41613
H -4.12149 -0.98785 -5.37402
H -5.49269 -0.43687 -4.38679
H -5.33156 -0.72901 -7.42445
H -6.68755 -1.12631 -6.34415
C -4.88752 -6.23297 -1.73626
C -5.05660 -7.59591 -2.32524
O -5.65128 -8.33414 -1.26740
C -6.27344 -7.43360 -0.45386
O -7.01378 -7.73058 0.44350
O -5.94649 -6.15521 -0.79098
H -4.97558 -5.44354 -2.48331
H -3.93606 -6.12063 -1.21078
H -5.73480 -7.59968 -3.18404
H -4.10532 -8.04054 -2.62265
C -1.64019 -3.29270 3.66244
C -0.44331 -4.13447 3.35040
O -0.83450 -4.82459 2.17064
C -1.79882 -4.07883 1.57480
O -2.23167 -4.28762 0.46941
O -2.21335 -3.06571 2.38199
H -1.37329 -2.34968 4.14220
H -2.36905 -3.81582 4.28862
H 0.44441 -3.53450 3.13110
H -0.20723 -4.83577 4.15075
C 0.73717 -3.40081 8.55489
C -0.35542 -4.18800 7.89863
O 0.03019 -4.19502 6.53128
C 1.38101 -3.99618 6.49551
O 2.05978 -4.11076 5.50998
O 1.86011 -3.65180 7.72152
H 0.93140 -3.72945 9.57715
H 0.53412 -2.32579 8.55966
H -0.40188 -5.22014 8.25816
H -1.33572 -3.72485 8.02356
C 3.49029 11.28826 3.23723
C 3.75443 9.97291 2.57129
O 4.55915 10.33363 1.45706
C 5.15759 11.51846 1.76249
O 6.03080 12.02208 1.11202
O 4.63762 12.05546 2.90002
H 3.39012 11.19482 4.31989
H 2.60185 11.78795 2.83988
H 4.31997 9.28661 3.20870
H 2.83740 9.47877 2.24496
C -1.41034 -9.14467 -1.40901
C -0.01321 -9.30736 -0.89425
O 0.61809 -8.09899 -1.28934
C -0.36253 -7.16608 -1.44524
O -0.16054 -5.99576 -1.61153
O -1.60071 -7.73705 -1.38637
H -2.14768 -9.64600 -0.77938
H -1.52150 -9.49961 -2.43808
H 0.02455 -9.38587 0.19645
H 0.49332 -10.17055 -1.32949

Results
LUMO	-0.9	eV
2S+1	1



No. 2
The following is a quantum chemistry calculation of a structure of composition As2F12Rb in a non-equilibrium geometry, from the Open Molecules 2025 dataset.

Atoms and positions in Å:
Rb -2.34099 -1.67347 -2.18096
As -3.06660 -0.26855 3.84517
F -3.91309 -0.63456 2.25642
F -1.78083 0.51180 2.91951
F -2.27194 -0.06158 5.39968
F -4.42266 -1.09078 4.77695
F -2.25122 -1.87569 3.61141
F -4.07742 1.22610 4.07346
As 3.43506 0.55699 -3.53892
F 3.21934 2.25152 -4.07665
F 5.07500 0.50705 -4.36680
F 3.63581 -1.15449 -2.96960
F 1.90060 0.56826 -2.59422
F 2.58721 -0.03107 -5.01315
F 4.27170 1.16844 -2.14228

Results
LUMO	-0.2	eV
2S+1	1
charge	-1
ΔE to the lowest compared entry with this formula, charge and spin	3.181	eV



No. 3
The following is a quantum chemistry calculation of the ion C7H14N with charge +2 in a non-equilibrium geometry, from the Open Molecules 2025 dataset.

Atoms and positions in Å:
C -0.36895 -2.22118 0.23782
C -0.75983 -0.79355 -0.10735
C 0.50856 0.13598 -0.20122
C 0.32680 2.40481 -1.44491
C 0.10649 1.56055 -0.34246
C -0.60650 2.13647 0.80571
C 0.04674 2.33054 1.95855
N 0.49114 -2.93694 -0.76278
H -1.25034 -2.83508 0.43193
H 0.07550 -2.27029 1.23133
H -1.34397 -0.70120 -1.02527
H -1.39990 -0.40888 0.68775
H 1.06013 -0.13274 -1.10269
H 1.02215 0.07356 0.76516
H 0.31340 3.46778 -1.27286
H 0.70139 2.14186 -2.42793
H -1.63517 2.43146 0.68480
H 1.13418 2.29864 2.03806
H -0.46895 2.62340 2.85732
H 0.47545 -3.93349 -0.55326
H 1.45993 -2.61067 -0.75950
H 0.11175 -2.76100 -1.69818

Results
LUMO (spin up / spin down)	-8.0 / -11.5	eV
2S+1	2
charge	+2
ΔE to the lowest compared entry with this formula, charge and spin	1.176	eV



No. 4
The following is a quantum chemistry calculation of a cluster of 2 separate species, C4H12OS in total in a non-equilibrium geometry, from the Open Molecules 2025 dataset.

Atoms and positions in Å:
C -0.24965 -1.43058 2.78910
O 0.84220 -2.34982 2.74694
H 1.68028 -1.88503 2.70278
H -0.72598 -1.51741 3.76533
H 0.08046 -0.40231 2.66218
H -0.94865 -1.70677 2.00021
C 0.40122 0.30677 -1.32930
C 1.63415 0.28950 -0.45744
C -1.91896 1.57196 -2.23525
S -0.67460 1.71846 -0.89867
H 0.63385 0.44030 -2.38873
H -0.21166 -0.59059 -1.28690
H 2.56352 0.33542 -1.02541
H 1.66893 -0.55863 0.21945
H -1.47136 0.98420 -3.04522
H -2.81652 1.06301 -1.87030
H -2.14859 2.58120 -2.55999
H 1.66134 1.15033 0.21121

Results
LUMO	0.9	eV
2S+1	1
ΔE to the lowest compared entry with this formula, charge and spin	1.023	eV



No. 5
The following is a quantum chemistry calculation of a structure of composition C15H30INO5P2PdS in a non-equilibrium geometry, from the Open Molecules 2025 dataset.

Atoms and positions in Å:
Pd 0.01220 -1.09448 0.18826
C 2.38893 -2.67980 2.33834
P 1.39041 -2.86184 0.82636
C 2.55062 -3.56180 -0.39932
C 0.25693 -4.25532 1.18353
H 2.81975 -3.63704 2.62738
H 1.75496 -2.30813 3.14045
H 3.19176 -1.96589 2.16021
H 2.93038 -4.51662 -0.03348
H 3.38695 -2.87868 -0.54303
H 2.05855 -3.71222 -1.36061
H 0.82850 -5.16830 1.35820
H -0.41543 -4.41228 0.33581
H -0.34331 -4.02784 2.06391
C -2.37422 2.12927 3.05183
O -2.48817 0.82062 2.49912
P -1.27694 -0.01131 1.85071
O -2.08168 -1.41805 1.65362
C -3.46387 -1.46657 1.28606
O -0.30607 -0.40435 3.07115
C -0.85731 -0.89351 4.30594
H -3.13604 2.19644 3.83039
H -2.57526 2.87809 2.28660
H -1.39198 2.29598 3.49457
H -3.69681 -2.51432 1.10317
H -3.64776 -0.88360 0.38366
H -4.08439 -1.07803 2.09488
H -0.04300 -0.89843 5.02331
H -1.25006 -1.89984 4.17448
H -1.65738 -0.25179 4.66722
C -0.74980 -1.45333 -3.67920
S -1.22924 -1.90371 -1.98064
O -1.68500 -0.63362 -1.34165
C -2.78049 -2.76147 -2.35607
C -2.86752 -4.14087 -2.41941
C -4.09552 -4.71922 -2.71289
C -5.20981 -3.91730 -2.91669
C -5.10591 -2.53625 -2.84288
C -3.88494 -1.95368 -2.55854
H -1.55841 -0.89230 -4.14040
H -0.55535 -2.36915 -4.22364
H 0.14979 -0.84978 -3.62379
H -1.99804 -4.76047 -2.25646
H -4.18120 -5.79368 -2.78410
H -6.16613 -4.37170 -3.12815
H -5.96698 -1.90743 -3.01044
H -3.77168 -0.88436 -2.49120
N 2.61446 1.19930 0.03719
C 2.33544 0.69806 -1.16303
O 1.37002 -0.04032 -1.36687
C 3.30147 1.00494 -2.26879
I 4.71473 -0.63962 -2.27443
H 1.99939 0.98417 0.81924
H 3.41682 1.78764 0.19757
H 3.85819 1.92117 -2.10426
H 2.80954 1.00146 -3.23707

Results
LUMO (spin up / spin down)	-8.7 / -8.7	eV
2S+1	1
charge	+2



No. 6
The following is a quantum chemistry calculation of the molecule C3H9N3 in a non-equilibrium geometry, from the Open Molecules 2025 dataset.

Atoms and positions in Å:
C 1.23104 1.34037 0.08641
C 1.64704 -1.00531 0.29914
C -1.35059 -0.07656 0.40337
H 0.86761 2.06362 -0.65951
H 2.29182 1.56959 0.39810
H 0.67907 1.55680 0.97810
H 2.68256 -0.92017 0.29392
H 1.27395 -1.20894 1.34158
H 1.54706 -2.02929 -0.14799
H -0.73842 -0.25337 -1.51104
H -1.00281 0.12279 1.46313
H -3.02240 -0.09478 -0.79977
N 1.04590 -0.02852 -0.52581
N -0.36901 -0.35986 -0.51427
N -2.64022 0.05162 0.17008

Results
LUMO	1.0	eV
2S+1	1
ΔE to the lowest compared entry with this formula, charge and spin	2.733	eV



No. 7
The following is a quantum chemistry calculation of a structure of composition C15H34O17P2S3 in a non-equilibrium geometry, from the Open Molecules 2025 dataset.

Atoms and positions in Å:
C 0.22510 -0.25428 2.89510
C -0.18514 -0.65923 1.51568
O 0.09714 -1.72099 1.03442
O -0.97172 0.19560 0.78696
C -0.36296 1.45263 0.41456
C -1.45885 2.31683 -0.17703
C -2.17831 3.24836 0.80661
C -2.64773 2.68525 2.16264
C -4.12590 2.29376 2.21279
C -4.47484 1.35174 1.07738
O -5.30983 1.97904 0.08496
S -5.54988 0.83059 -1.01730
O -4.37472 0.66900 -1.78990
O -6.77590 1.02576 -1.66903
O -5.65051 -0.36786 0.03705
C -5.31860 0.10931 1.40915
P -6.98825 0.55073 2.26401
O -7.91634 0.74645 0.95782
O -7.45932 -0.88971 2.84100
P -4.24422 -1.16490 2.18246
O -3.27328 -0.55679 3.08184
O -3.60270 -2.03997 1.03440
O -5.18510 -2.20887 2.91168
H -0.42964 -0.74610 3.60386
H 0.10011 0.81529 3.01334
H 1.25099 -0.55880 3.05854
H 0.39458 1.24776 -0.33838
H 0.09265 1.93298 1.27730
H -1.00360 2.93599 -0.94755
H -2.13253 1.65096 -0.70804
H -1.48202 4.05232 1.03342
H -3.00585 3.70184 0.26333
H -2.06785 1.84259 2.52032
H -2.50568 3.48339 2.88829
H -4.32924 1.76030 3.13598
H -4.76628 3.17009 2.19252
H -3.57820 0.95921 0.60302
H -8.07906 -0.09542 0.50477
H -7.19651 -1.65420 2.30920
H -3.38376 -1.51822 0.24538
H -4.75701 -3.07790 2.95266
O 4.81864 -0.77183 -0.30547
S 4.63862 -0.96394 1.10359
O 4.10274 0.08962 1.91020
O 6.01528 -1.45207 1.72662
C 7.18494 -0.63388 1.49567
C 7.19629 0.63282 2.32623
C 3.69741 -2.41598 1.40035
H 7.26610 -0.41578 0.42970
H 8.02355 -1.27189 1.76518
H 6.39502 1.30927 2.03457
H 8.14621 1.15050 2.19255
H 7.06454 0.39899 3.38231
H 4.10588 -3.23380 0.81342
H 2.67363 -2.19726 1.09919
H 3.72928 -2.64128 2.46284
O 2.61739 0.09694 -3.61624
S 3.74374 -0.35465 -4.37548
O 4.23284 0.44291 -5.45815
O 3.43555 -1.82515 -4.90506
C 2.21113 -2.02393 -5.64358
C 2.27044 -1.46951 -7.05248
C 5.07193 -0.77300 -3.30682
H 1.37883 -1.59928 -5.08027
H 2.07552 -3.10322 -5.66705
H 2.35231 -0.38428 -7.05090
H 1.36444 -1.74347 -7.59361
H 3.13548 -1.86594 -7.58376
H 4.69798 -1.39513 -2.50373
H 5.46065 0.16058 -2.90862
H 5.83486 -1.28465 -3.88798

Results
LUMO	0.2	eV
2S+1	1



No. 8
The following is a quantum chemistry calculation of a structure of composition C3H4O4Tl in a non-equilibrium geometry, from the Open Molecules 2025 dataset.

Atoms and positions in Å:
O 0.65912 -0.27829 -0.49728
C 0.57536 1.11651 -0.25482
C -0.56071 -0.93253 -0.03373
O 1.57576 1.73195 -0.06383
O -0.65423 1.41451 -0.01360
C -1.51840 0.24820 -0.02887
H -0.79200 -1.73739 -0.73361
H -2.14412 0.28182 0.86637
H -2.12801 0.30645 -0.93563
H -0.27517 -1.39445 0.98465
Tl 3.65114 0.23730 0.31738
O 1.61125 -0.99408 0.39296

Results
LUMO	-4.2	eV
2S+1	1
charge	+1
ΔE to the lowest compared entry with this formula, charge and spin	3.200	eV



No. 9
The following is a quantum chemistry calculation of a cluster of 9 separate species, C33H58F3NO15 in total in a non-equilibrium geometry, from the Open Molecules 2025 dataset.

Atoms and positions in Å:
C -0.04115 5.59120 7.04221
C -0.02639 4.13108 6.51013
C -0.33305 3.17511 7.71222
C -1.82956 3.00212 8.14349
C -2.52635 2.48900 6.87648
C -2.45111 3.55397 5.70515
N -0.98390 3.91035 5.45585
O -0.71705 4.65656 4.33235
C -2.92443 2.74551 4.46232
C -3.36164 4.85591 5.94213
C 1.37880 3.65912 6.03122
H 0.12220 6.21923 6.16642
H 0.80842 5.75755 7.70452
H -1.04022 5.87995 7.36869
H 0.10390 2.21356 7.44278
H 0.24046 3.51296 8.57538
H -2.23833 3.94483 8.50723
H -1.92313 2.27398 8.94919
H -3.56027 2.42202 7.21503
H -2.15906 1.50473 6.58595
H -2.65098 3.27671 3.55065
H -2.38352 1.79930 4.44760
H -3.99699 2.55422 4.49601
H -2.85678 5.79891 5.73243
H -4.11106 4.93519 5.15462
H -3.80281 4.82936 6.93850
H 2.08778 3.57076 6.85440
H 1.95824 4.31992 5.38646
H 1.38692 2.67310 5.56667
H -0.25867 4.10342 3.69553
C -1.51167 -3.94434 -9.63505
C -0.85446 -4.41436 -8.37022
O -1.30315 -5.29606 -7.65301
C 0.37784 -3.71069 -7.90102
H -1.80559 -4.76776 -10.28596
H -0.87433 -3.25236 -10.18557
H -2.41631 -3.35247 -9.49560
H 1.29998 -4.02592 -8.38927
H 0.34246 -3.84782 -6.82025
H 0.24374 -2.63219 -7.98438
C -4.01538 -8.23419 -1.87437
C -5.26816 -7.43126 -1.65783
O -5.27536 -6.25667 -1.30794
C -6.53973 -8.29199 -1.71298
H -3.24437 -7.46376 -1.88336
H -3.99007 -8.87422 -2.75631
H -3.80329 -9.00746 -1.13600
H -6.44466 -9.01547 -0.90327
H -6.66920 -8.63547 -2.73931
H -7.34122 -7.68284 -1.29506
C 4.95099 -4.10936 5.86942
C 4.51063 -5.12278 4.86777
O 3.32539 -5.47911 4.92390
C 5.48263 -5.54414 3.79628
H 6.01621 -4.32385 5.95542
H 4.45527 -4.26363 6.82784
H 4.79580 -3.08623 5.52704
H 6.25976 -4.82637 3.53368
H 5.01189 -5.97280 2.91153
H 5.96276 -6.41442 4.24370
C -9.68860 2.59973 -1.91436
C -9.56246 1.43648 -0.95231
O -9.87830 1.50759 0.21793
C -8.82816 0.19293 -1.45793
H -8.80597 3.19428 -2.15011
H -10.45986 3.25418 -1.50824
H -10.11804 2.22582 -2.84381
H -8.43664 -0.30317 -0.56985
H -7.94506 0.50026 -2.01810
H -9.49932 -0.42745 -2.05186
C 6.44533 -0.08345 -5.37435
C 7.32690 -1.27318 -5.55925
O 7.99774 -1.62906 -4.56380
C 7.46697 -1.89435 -6.92829
H 5.45584 -0.20324 -5.81560
H 6.86849 0.75249 -5.93135
H 6.32874 -0.05306 -4.29103
H 8.45676 -2.32918 -7.06732
H 7.25687 -1.27334 -7.79910
H 6.74879 -2.71133 -6.85847
C -2.58904 4.80750 -5.35174
C -2.33700 4.70524 -6.82563
O -3.60552 4.60725 -7.33627
C -4.40457 4.04769 -6.43059
O -5.49197 3.61010 -6.68699
O -3.68379 3.90443 -5.30227
F -1.66373 3.54862 -7.12106
H -2.88774 5.80690 -5.03536
H -1.94044 4.31126 -4.62983
H -1.80113 5.57540 -7.20481
C 9.26175 2.67584 0.18622
C 10.31205 1.52514 0.22801
O 9.77126 0.76509 1.27014
C 8.91465 1.41768 1.99788
O 8.48538 1.07378 3.07665
O 8.48288 2.50669 1.37572
F 11.44495 2.06091 0.69148
H 8.52922 2.62101 -0.61906
H 9.76916 3.63521 0.08498
H 10.55799 0.90258 -0.63225
C -0.52442 -1.36813 -0.60230
C 0.67463 -1.99130 0.12129
O 1.71784 -1.08308 -0.19506
C 1.23531 0.09066 -0.44156
O 1.86644 1.15062 -0.60937
O -0.08362 0.01265 -0.50652
F 0.89327 -3.20899 -0.47137
H -1.47430 -1.54409 -0.09746
H -0.56700 -1.53582 -1.67849
H 0.41878 -2.19342 1.16139

Results
LUMO	0.2	eV
2S+1	1



no.,electronic energy (eV)
1,-127980.565
2,-154951.469
3,-8955.937
4,-17224.522
5,-68748.483
6,-7724.841
7,-101999.357
8,-16048.419
9,-75511.877